Arrangement one

Below is the molecule C3H5N3O, with properties calculated with the ωB97M-V functional and the def2-TZVPD basis.

Total charge   0
Frontier orbital gap   10.2 eV
SMILES   [H]/N=C(\N)[C@@H]1NC1=O

Last column: Löwdin charge in e.
Geometry (Å):
O -0.09 2.48 -1.25  0.1256
N 1.61 1.13 -0.15  0.1579
N -0.62 0.35 1.31  0.1324
N -0.82 -1.69 0.10  0.1284
C 0.67 0.08 -0.65  -0.1288
C -0.33 -0.43 0.34  -0.4677
C 0.54 1.54 -0.87  -0.4515
H -1.69 -1.96 0.54  0.0997
H -1.35 -0.03 1.91  0.0530
H -0.63 -2.13 -0.79  0.0926
H 1.61 1.29 0.86  0.1268
H 1.10 -0.60 -1.38  0.1316


Arrangement two

Below is a cluster of 3 separate species, C3H5N3O in total, with properties calculated with the ωB97M-V functional and the def2-TZVPD basis.

Total charge   0
Frontier orbital gap (spin up / spin down)   7.9 / 7.9 eV

Last column: Löwdin charge in e.
Geometry (Å):
O 2.06 -0.27 1.06  0.0287
N -1.42 -0.18 0.34  -0.0222
N -0.53 0.03 -1.65  -0.0290
N 0.28 -0.77 -1.07  0.1124
C 0.73 -0.07 1.08  -0.2034
C -1.61 0.55 -0.80  -0.1796
C -0.23 -0.76 0.23  -0.3998
H 0.39 0.25 2.06  0.1381
H 2.32 -0.58 0.18  0.1117
H 0.37 1.19 0.36  0.1295
H -0.38 0.27 -2.63  0.1442
H -0.56 1.48 -0.17  0.1694


arrangement one is preferred energetically. Next in line: 558.7 kJ/mol higher.


Arrangement one

Below is the molecule C3H5N3O, with properties calculated with the ωB97M-V functional and the def2-TZVPD basis.

Total charge   0
Frontier orbital gap   8.5 eV
SMILES   Nc1nc(O)c[nH]1

Last column: Löwdin charge in e.
Geometry (Å):
O -2.37 -1.22 -0.07  0.0505
N 1.40 1.56 0.81  0.1096
N 0.95 -0.32 -0.60  0.0868
N -0.65 0.25 0.84  0.1539
C 0.56 0.53 0.39  -0.4620
C -0.11 -1.22 -0.78  -0.0562
C -1.08 -0.78 0.05  -0.4195
H 1.74 2.11 0.02  0.0863
H -0.17 -1.97 -1.55  0.1068
H 1.74 -0.20 -1.21  0.1522
H -2.96 -0.93 0.64  0.1045
H 0.94 2.17 1.47  0.0873


Arrangement two

Below is the molecule C3H5N3O, with properties calculated with the ωB97M-V functional and the def2-TZVPD basis.

Total charge   0
Frontier orbital gap   8.3 eV
SMILES   Nc1c[nH]c(O)n1

Last column: Löwdin charge in e.
Geometry (Å):
O -2.57 0.57 0.01  0.1117
N -0.90 -1.00 0.16  0.0948
N -0.30 1.14 -0.23  0.1735
N 2.07 0.61 0.22  0.1132
C -1.28 0.26 -0.04  -0.4855
C 0.79 0.34 -0.10  -0.4551
C 0.50 -1.03 0.04  -0.1266
H 2.28 -0.36 0.56  0.1005
H -1.50 -1.77 0.39  0.1500
H 2.61 1.39 -0.10  0.0999
H -2.62 1.52 -0.19  0.1205
H 0.91 -1.69 -0.72  0.1033


arrangement one is preferred energetically. Next in line: 127.1 kJ/mol higher.